The following is a DFT calculation (wB97M-V/def2-TZVPD) of an isolated molecule of C7H9N3.

Last column: Löwdin charge in e.
Geometry (Å):
C1 -1.473 -0.755 -0.972  -0.0114
C2 -0.996 -0.372 0.471  -0.3231
C3 -1.290 1.110 0.849  -0.1801
N1 -0.492 2.129 0.181  0.0238
C4 0.606 1.914 -0.437  -0.1106
C5 1.358 0.730 -0.147  -0.1729
N2 2.540 0.267 -0.321  0.1032
C6 2.518 -1.018 0.054  -0.1748
C7 1.276 -1.454 0.355  -0.1331
N3 0.421 -0.461 0.484  0.0290
H1 -1.454 -1.845 -1.026  0.0883
H2 -0.899 -0.131 -1.616  0.0760
H3 -2.468 -0.531 -1.049  0.0395
H4 -1.595 -0.940 1.104  0.1165
H5 -2.402 1.230 0.705  0.1180
H6 -1.081 1.405 2.000  0.1618
H7 0.843 2.759 -1.056  0.1093
H8 3.471 -1.489 -0.115  0.0984
H9 1.118 -2.548 0.533  0.1419

Computed properties:
- energy above the lowest of the compared OMol25 structures with the same formula, charge and spin (kJ/mol) = 280.86
- molecular weight (g/mol) = 135.2
- frontier orbital gap (eV) = 8.588
- energy (eV) = -11872.579
- LUMO level (eV) = 0.46
- SMILES = C[C@@H]1CN=Cc2nccn21

The following is a DFT calculation (wB97M-V/def2-TZVPD) of a structure of composition C37H43FeN11O4.

Last column: Mulliken spin population.
Geometry (Å):
Fe1 -0.482 -0.132 0.236  3.8451
O1 3.150 0.383 -1.744  0.0056
C1 2.125 -0.099 -1.358  0.0189
N1 1.761 -0.254 0.008  0.1372
C2 1.868 -1.668 2.085  0.0148
O2 2.649 -2.347 2.685  -0.0012
C3 0.874 -0.877 2.916  0.0097
C4 0.949 -1.017 4.294  0.0018
C5 0.147 -0.223 5.093  -0.0024
C6 -0.694 0.693 4.490  0.0053
C7 -0.732 0.738 3.110  0.0102
N2 0.021 -0.036 2.334  -0.0187
C8 1.064 -0.429 -2.381  0.0059
C9 1.444 -0.589 -3.705  0.0046
C10 0.465 -0.835 -4.648  -0.0032
C11 -0.856 -0.893 -4.227  0.0005
C12 -1.147 -0.684 -2.891  0.0036
N3 -0.202 -0.450 -1.974  -0.0085
H1 1.658 -1.720 4.702  0.0006
H2 0.190 -0.311 6.171  0.0000
H3 -1.334 1.346 5.066  0.0000
H4 -1.405 1.408 2.596  -0.0184
H5 2.494 -0.528 -3.952  -0.0002
H6 0.724 -0.978 -5.689  -0.0002
H7 -1.662 -1.079 -4.923  0.0001
H8 -2.165 -0.678 -2.535  -0.0025
C13 -2.000 3.445 1.005  -0.0087
N4 -1.092 3.802 -0.068  0.0040
C14 -1.680 4.200 -1.345  -0.0001
C15 0.167 3.234 -0.089  0.0450
N5 0.401 2.071 0.464  -0.0211
C16 1.686 1.896 1.072  0.0621
C17 2.206 2.876 1.904  0.0071
C18 3.494 2.698 2.424  -0.0013
C19 4.244 1.592 2.117  0.0050
C20 3.748 0.540 1.292  0.0020
C21 4.601 -0.551 0.973  0.0012
C22 4.305 -1.780 0.376  -0.0004
C23 3.107 -2.364 0.046  -0.0018
C24 1.859 -1.724 0.494  -0.1571
N6 0.557 -2.301 0.211  0.0689
C25 0.259 -3.396 -0.416  0.0295
N7 -0.986 -3.965 -0.171  0.0014
C26 -1.671 -3.579 1.049  0.0045
C27 -1.875 -4.067 -1.319  -0.0026
N8 1.022 -4.166 -1.268  0.0030
C28 1.790 -3.628 -2.374  -0.0007
C29 0.771 -5.592 -1.409  0.0001
C30 2.417 0.726 0.843  -0.1198
N9 1.085 4.017 -0.728  0.0035
C31 2.316 3.496 -1.289  -0.0009
C32 1.033 5.465 -0.666  -0.0006
H9 -2.722 4.255 1.128  0.0000
H10 -1.431 3.349 1.927  0.0017
H11 -2.542 2.518 0.825  0.0122
H12 -2.740 4.393 -1.190  -0.0003
H13 -1.594 3.407 -2.089  0.0003
H14 -1.225 5.113 -1.733  0.0001
H15 1.629 3.767 2.123  0.0003
H16 3.913 3.461 3.071  -0.0002
H17 5.248 1.492 2.510  0.0002
H18 5.635 -0.409 1.268  -0.0003
H19 5.180 -2.398 0.185  -0.0004
H20 3.074 -3.401 -0.246  0.0007
H21 -0.986 -3.623 1.892  0.0004
H22 -2.491 -4.278 1.219  -0.0002
H23 -2.071 -2.572 1.001  0.0079
H24 -1.307 -4.245 -2.231  0.0000
H25 -2.451 -3.141 -1.448  0.0013
H26 -2.578 -4.890 -1.181  -0.0001
H27 2.153 -2.635 -2.152  0.0000
H28 1.190 -3.627 -3.294  -0.0003
H29 2.671 -4.251 -2.536  -0.0001
H30 0.267 -5.979 -0.530  0.0001
H31 1.732 -6.096 -1.524  -0.0001
H32 0.166 -5.822 -2.294  0.0002
H33 2.217 2.441 -1.512  -0.0010
H34 3.161 3.619 -0.607  0.0001
H35 2.524 4.028 -2.220  -0.0002
H36 0.209 5.785 -0.034  0.0000
H37 0.915 5.902 -1.661  0.0005
H38 1.970 5.836 -0.241  0.0001
C33 -5.230 1.402 -1.424  0.0003
N10 -4.613 0.704 -0.309  0.0001
C34 -5.347 0.253 0.759  -0.0007
C35 -4.764 -0.352 1.797  0.0003
C36 -3.316 -0.556 1.799  0.0113
O3 -2.754 -1.095 2.742  0.0051
N11 -2.608 -0.098 0.690  -0.0119
C37 -3.234 0.555 -0.319  0.0259
O4 -2.601 1.035 -1.268  0.0157
H39 -6.307 1.414 -1.271  -0.0001
H40 -5.005 0.900 -2.363  0.0002
H41 -4.861 2.425 -1.493  0.0001
H42 -6.413 0.429 0.701  0.0000
H43 -5.330 -0.702 2.645  0.0002

Computed properties:
- energy above the lowest of the compared OMol25 structures with the same formula, charge and spin (kJ/mol) = 0.00
- molecular weight (g/mol) = 761.7
- frontier orbital gap (alpha / beta) (eV) = 4.895 / 4.885
- 2S+1 = 5
- energy (eV) = -98035.379
- expectation value of S² = 6.01
- LUMO level (alpha / beta) (eV) = -0.05 / -0.07